Density functional theory data (ωB97M-V/def2-TZVPD) for the molecule C15H19N3O3S2.

```
42
C15H19N3O3S2 (ωB97M-V/def2-TZVPD)
C -4.2191 -2.5117 -1.5745
C -3.1754 -2.5509 -0.7698
C -3.1586 -1.9208 0.5926
N -2.0876 -0.9388 0.6869
C -0.8187 -1.3204 0.9601
N 0.2037 -0.5242 1.0028
C -0.0433 0.7644 0.7179
C -1.2922 1.2919 0.4219
C -1.2480 2.6960 0.1695
C 0.0131 3.1959 0.2804
S 1.1901 1.9707 0.6961
C 0.4404 4.6078 0.0896
H -0.0909 5.2618 0.7816
H 1.5084 4.7099 0.2601
H 0.2123 4.9402 -0.9236
C -2.4363 3.5303 -0.1744
H -2.5813 4.3100 0.5729
H -2.2936 4.0138 -1.1402
H -3.3225 2.9049 -0.2146
C -2.4260 0.4033 0.3964
O -3.5825 0.6971 0.1686
S -0.5146 -3.0080 1.3092
C 1.2926 -2.9458 1.3017
C 1.7685 -2.3658 -0.0300
O 1.1416 -2.4836 -1.0587
N 2.9774 -1.7820 0.0469
H 3.4275 -1.6267 0.9364
C 3.5878 -1.1129 -1.0799
H 2.8044 -0.8791 -1.8038
H 4.3156 -1.7834 -1.5582
C 4.2900 0.1575 -0.5989
O 5.2830 -0.1310 0.3577
H 5.9786 -0.6531 -0.0587
H 3.5752 0.8086 -0.0913
H 4.7117 0.6945 -1.4582
H 1.6223 -3.9808 1.3991
H 1.6329 -2.3561 2.1508
H -3.0032 -2.6782 1.3680
H -4.0946 -1.3868 0.7742
H -2.2524 -3.0290 -1.0682
H -4.2003 -2.9674 -2.5495
H -5.1356 -2.0223 -1.2890
```

Results
- energy above the lowest of the compared OMol25 structures with the same formula, charge and spin (eV) = 0.087
- SMILES string = C=CCn1c(SCC(=O)NCCO)nc2sc(C)c(C)c2c1=O
- total energy (Ha) = -1769.381749
- HOMO-LUMO gap (eV) = 8.35